No. 1
Formula: C24H51FNO6
Source: OMol25
Level of theory: the ωB97M-V functional and the def2-TZVPD basis

Properties
highest occupied orbital energy (alpha / beta) = -0.2982 / -0.3370 Ha
<S²> = 0.75
multiplicity = 2
relative energy (zero: lowest compared OMol25 entry of this formula, charge and spin) = 0.0000 eV
total charge = 0
E_LUMO (alpha / beta) = 0.68 / 0.60 eV
Kohn-Sham gap (alpha / beta) = 8.8 / 9.8 eV

Element x y z (Å)
C -4.48 -0.28 -3.62
C -3.51 -0.72 -2.53
C -2.92 0.50 -1.82
C -2.44 -1.63 -3.15
C -1.37 -2.26 -2.22
C -1.89 -2.65 -0.83
C -0.14 -1.35 -2.15
O 0.73 -1.73 -1.08
C 1.15 -0.74 -0.21
F -0.01 -0.13 0.34
C 1.89 -1.45 0.91
C 2.78 -0.59 1.84
C 3.85 -1.49 2.44
C 1.98 0.07 2.99
N 3.47 0.45 1.01
O 4.63 0.15 0.59
C 2.67 1.32 0.07
C 3.66 2.20 -0.68
C 1.68 2.22 0.80
C 1.96 0.35 -0.89
H -4.78 -1.12 -4.25
H -4.01 0.47 -4.28
H -5.38 0.16 -3.19
H -4.08 -1.30 -1.80
H -2.48 0.27 -0.85
H -2.14 0.97 -2.43
H -3.70 1.25 -1.65
H -1.93 -1.06 -3.93
H -2.95 -2.45 -3.66
H -1.05 -3.18 -2.71
H -1.29 -3.46 -0.41
H -2.92 -3.00 -0.89
H -1.86 -1.82 -0.13
H -0.45 -0.31 -2.04
H 0.42 -1.43 -3.08
H 1.13 -1.96 1.51
H 2.50 -2.21 0.43
H 4.56 -0.90 3.01
H 4.40 -2.04 1.68
H 3.36 -2.20 3.11
H 0.90 -0.02 2.85
H 2.25 -0.41 3.93
H 2.23 1.12 3.09
H 4.22 1.65 -1.44
H 3.12 3.02 -1.16
H 4.37 2.60 0.03
H 1.15 2.80 0.04
H 2.20 2.92 1.45
H 0.93 1.69 1.37
H 2.73 -0.16 -1.49
H 1.32 0.92 -1.57
C -9.38 -4.11 -2.23
O -8.30 -4.80 -1.64
C -7.06 -4.60 -2.30
C -6.20 -3.57 -1.60
O -6.78 -2.28 -1.62
C -7.42 -1.92 -0.41
H -10.22 -4.20 -1.55
H -9.15 -3.05 -2.38
H -9.66 -4.56 -3.19
H -7.23 -4.29 -3.34
H -6.53 -5.55 -2.31
H -5.24 -3.50 -2.13
H -6.00 -3.89 -0.57
H -6.68 -1.70 0.37
H -8.08 -2.71 -0.05
H -8.00 -1.02 -0.60
C 6.14 6.44 3.07
O 7.38 5.76 2.95
C 7.71 4.98 4.08
C 7.40 3.51 3.88
O 6.01 3.27 3.73
C 5.60 3.10 2.39
H 5.91 6.86 2.09
H 5.34 5.76 3.37
H 6.20 7.25 3.80
H 7.19 5.35 4.97
H 8.79 5.09 4.25
H 7.74 2.96 4.76
H 7.95 3.13 3.01
H 5.95 2.15 1.98
H 5.96 3.92 1.75
H 4.51 3.10 2.38



No. 2
Formula: C24H52Cl2N4O26
Source: OMol25
Level of theory: the ωB97M-V functional and the def2-TZVPD basis

Properties
highest occupied orbital energy = -0.3897 Ha
relative energy (zero: lowest compared OMol25 entry of this formula, charge and spin) = 0.0000 eV
SMILES = C[N+](=O)[O-].C[N+](=O)[O-].C[N+](=O)[O-].C[N+](=O)[O-].COC(=O)OC.COC(=O)OC.COC(=O)OC.COC(=O)OC.COC(=O)OC.COC(=O)OC.ClCCCl
total charge = 0
E_LUMO = -0.14 eV
Kohn-Sham gap = 10.5 eV

Element x y z (Å)
C 5.44 -7.08 -8.16
N 6.08 -6.16 -9.17
O 6.75 -6.68 -10.08
O 5.80 -4.98 -9.14
H 5.33 -8.04 -8.68
H 4.47 -6.59 -8.14
H 5.95 -7.10 -7.20
C 8.16 -5.88 -13.27
N 7.31 -5.67 -14.43
O 6.11 -5.35 -14.27
O 7.84 -5.81 -15.52
H 9.02 -6.49 -13.54
H 7.57 -6.19 -12.41
H 8.47 -4.85 -13.11
C 2.74 -9.37 -10.78
N 1.81 -10.52 -11.06
O 1.48 -10.76 -12.25
O 1.44 -11.18 -10.09
H 2.89 -8.84 -11.72
H 3.66 -9.81 -10.39
H 2.14 -8.69 -10.16
C 3.05 -4.14 -6.51
N 2.94 -5.13 -5.35
O 1.80 -5.62 -5.24
O 3.93 -5.33 -4.68
H 3.16 -4.63 -7.47
H 3.88 -3.46 -6.32
H 2.10 -3.61 -6.51
C 1.53 1.69 -7.47
O 1.98 0.77 -8.50
C 2.83 -0.22 -8.08
O 3.28 -0.47 -6.96
O 3.12 -0.90 -9.21
C 4.20 -1.79 -9.26
H 0.48 1.87 -7.68
H 2.19 2.54 -7.61
H 1.61 1.25 -6.48
H 3.99 -2.73 -8.75
H 5.08 -1.35 -8.79
H 4.52 -1.98 -10.28
C 1.38 -5.70 -9.63
O 2.27 -4.61 -9.95
C 3.06 -4.71 -10.98
O 3.51 -5.75 -11.38
O 3.18 -3.48 -11.51
C 3.84 -3.27 -12.70
H 0.53 -5.45 -8.99
H 1.91 -6.41 -8.98
H 1.01 -6.17 -10.54
H 3.34 -3.88 -13.44
H 4.89 -3.57 -12.69
H 3.69 -2.21 -12.90
C -0.92 -8.91 -7.27
O 0.19 -8.04 -7.24
C 1.45 -8.58 -7.12
O 2.52 -7.92 -7.25
O 1.48 -9.93 -6.86
C 2.73 -10.63 -6.90
H -1.81 -8.31 -7.51
H -0.96 -9.23 -6.22
H -0.84 -9.68 -8.04
H 3.12 -10.78 -5.90
H 3.54 -10.11 -7.42
H 2.54 -11.54 -7.46
C 11.19 -6.09 -2.61
O 10.01 -6.11 -3.40
C 9.03 -6.84 -2.83
O 8.97 -7.29 -1.71
O 8.02 -6.87 -3.74
C 6.72 -7.41 -3.56
H 11.60 -7.03 -2.24
H 11.03 -5.38 -1.79
H 11.96 -5.69 -3.27
H 6.23 -7.11 -2.63
H 6.82 -8.49 -3.43
H 6.23 -7.06 -4.46
C 6.85 -1.72 -13.96
O 7.94 -1.52 -13.06
C 7.91 -2.26 -11.89
O 6.91 -2.93 -11.59
O 9.10 -2.22 -11.15
C 9.11 -2.94 -10.01
H 7.22 -2.28 -14.82
H 6.48 -0.80 -14.41
H 6.04 -2.32 -13.55
H 9.74 -2.61 -9.19
H 9.54 -3.89 -10.34
H 8.13 -3.20 -9.61
C 5.22 -8.09 -13.43
O 4.94 -9.42 -12.99
C 5.59 -10.40 -13.60
O 6.40 -10.23 -14.55
O 5.26 -11.58 -13.05
C 6.14 -12.67 -13.36
H 5.45 -7.92 -14.48
H 5.95 -7.59 -12.79
H 4.43 -7.38 -13.21
H 7.16 -12.30 -13.46
H 5.83 -13.07 -14.33
H 6.23 -13.41 -12.56
Cl 7.43 -9.98 -7.31
C 8.88 -9.95 -8.31
C 8.63 -9.90 -9.81
Cl 8.12 -11.44 -10.52
H 9.25 -10.93 -8.01
H 9.65 -9.27 -7.96
H 9.54 -9.60 -10.34
H 7.87 -9.14 -10.01



No. 3
Formula: C24H52N2O18PS6
Source: OMol25
Level of theory: the ωB97M-V functional and the def2-TZVPD basis

Properties
highest occupied orbital energy = -0.3910 Ha
total charge = +1
E_LUMO = -2.12 eV
Kohn-Sham gap = 8.5 eV

Element x y z (Å)
C -3.08 -0.63 -3.14
C -2.06 -1.49 -3.98
O -0.87 -1.78 -3.26
C -0.90 -3.05 -2.64
C -1.72 -3.11 -1.31
P -0.81 -2.47 0.19
C -0.96 -3.81 1.52
N 0.36 -4.40 1.80
C -1.74 -1.01 0.87
C -1.23 -0.54 2.29
C -0.34 0.77 2.21
S 1.36 0.22 2.68
C 2.56 1.21 1.69
S 3.74 0.38 0.89
N 2.36 2.62 1.72
C 3.35 3.34 0.89
C 3.07 3.23 -0.65
C 2.61 3.04 3.15
C 1.34 3.62 3.84
C 1.02 -2.21 -0.08
O 1.35 -1.48 -1.24
C 0.78 -0.18 -1.26
C 1.31 0.50 -2.57
H -3.58 0.14 -3.75
H -2.60 -0.17 -2.26
H -3.86 -1.34 -2.77
H -1.75 -0.83 -4.83
H -2.55 -2.37 -4.43
H 0.13 -3.41 -2.44
H -1.34 -3.77 -3.37
H -1.94 -4.18 -1.12
H -2.69 -2.58 -1.36
H -1.75 -4.53 1.19
H -1.33 -3.32 2.44
H 0.66 -4.88 0.96
H 0.25 -5.12 2.51
H -2.79 -1.36 1.02
H -1.80 -0.14 0.19
H -0.74 -1.33 2.88
H -2.14 -0.24 2.85
H -0.74 1.48 2.94
H -0.34 1.22 1.20
H 4.40 3.06 1.11
H 3.24 4.41 1.14
H 3.84 2.64 -1.19
H 2.07 2.78 -0.82
H 3.10 4.26 -1.07
H 3.40 3.81 3.22
H 2.99 2.20 3.78
H 1.18 4.70 3.63
H 1.51 3.54 4.94
H 0.43 3.03 3.62
H 1.50 -1.82 0.85
H 1.46 -3.23 -0.23
H 1.05 0.43 -0.37
H -0.32 -0.23 -1.39
H 1.93 1.39 -2.37
H 0.41 0.81 -3.18
H 1.82 -0.26 -3.18
C 1.71 0.55 -7.16
C 1.56 1.89 -7.87
O 0.39 2.47 -7.30
S 0.26 2.02 -5.75
O 0.80 3.06 -4.93
O -1.04 1.47 -5.55
O 1.33 0.81 -5.80
H 1.02 -0.19 -7.57
H 2.72 0.17 -7.20
H 1.45 1.78 -8.94
H 2.41 2.54 -7.65
C 3.99 8.78 -1.87
C 3.86 7.83 -3.05
O 5.11 7.12 -3.08
S 5.66 6.95 -1.58
O 5.30 5.65 -1.10
O 7.01 7.43 -1.53
O 4.70 8.03 -0.87
H 4.59 9.65 -2.13
H 3.03 9.10 -1.49
H 3.70 8.35 -3.99
H 3.06 7.10 -2.89
C -3.24 -9.33 2.39
C -3.97 -8.22 3.12
O -3.07 -7.10 3.08
S -2.22 -7.16 1.71
O -2.85 -6.28 0.76
O -0.84 -7.07 2.03
O -2.57 -8.67 1.30
H -2.49 -9.79 3.02
H -3.92 -10.09 2.01
H -4.21 -8.48 4.15
H -4.89 -7.93 2.60
C -3.35 -0.95 6.01
C -3.47 0.39 5.32
O -4.64 0.98 5.87
S -4.80 0.51 7.41
O -4.27 1.53 8.26
O -6.11 -0.02 7.59
O -3.74 -0.71 7.36
H -4.03 -1.69 5.58
H -2.33 -1.34 5.98
H -3.57 0.29 4.24
H -2.62 1.04 5.55



No. 4
Formula: C24H53BBrNO2
Source: OMol25
Level of theory: the ωB97M-V functional and the def2-TZVPD basis

Properties
highest occupied orbital energy = -0.2329 Ha
total charge = 0
E_LUMO = -0.92 eV
Kohn-Sham gap = 5.4 eV

Element x y z (Å)
C -0.26 0.13 3.70
C -1.03 -0.63 2.63
C -0.72 -0.25 1.16
C 0.48 0.67 0.93
C 1.82 -0.09 1.05
C 2.44 -0.47 -0.30
B 4.06 -0.20 -0.45
C 4.40 -0.40 -2.04
O 5.79 -0.64 -2.35
C 6.02 -1.84 -3.02
C 4.95 -1.19 0.51
O 4.16 -2.22 1.16
C 4.78 -2.74 2.30
C 4.45 -1.93 3.55
C 3.04 -2.19 4.06
C 4.44 1.34 0.02
Br 3.24 2.73 -0.75
C 5.89 1.74 -0.30
C 6.50 2.70 0.72
H -0.49 1.19 3.68
H 0.82 0.02 3.58
H -0.54 -0.25 4.68
H -0.87 -1.70 2.77
H -2.10 -0.47 2.82
H -1.60 0.17 0.65
H -0.50 -1.17 0.61
H 0.44 1.55 1.57
H 0.42 1.04 -0.09
H 1.62 -1.02 1.60
H 2.51 0.47 1.68
H 2.27 -1.54 -0.50
H 1.96 0.08 -1.11
H 4.06 0.45 -2.65
H 3.82 -1.26 -2.41
H 5.55 -2.69 -2.51
H 7.10 -2.02 -3.04
H 5.67 -1.81 -4.06
H 5.44 -0.60 1.30
H 5.76 -1.70 -0.03
H 5.86 -2.82 2.16
H 4.40 -3.76 2.44
H 4.57 -0.86 3.35
H 5.18 -2.17 4.33
H 2.36 -2.29 3.21
H 2.68 -1.37 4.68
H 2.98 -3.11 4.65
H 4.31 1.47 1.10
H 5.95 2.18 -1.29
H 6.50 0.83 -0.33
H 7.49 3.03 0.40
H 6.61 2.21 1.69
H 5.85 3.57 0.86
C -6.92 2.87 -3.59
C -6.14 3.21 -2.32
C -5.08 2.21 -1.86
N -5.55 0.86 -1.34
C -4.49 0.38 -0.38
C -4.70 -1.03 0.11
C -4.84 -2.02 -1.05
C -5.90 -1.55 -2.04
C -5.64 -0.12 -2.49
C -6.85 0.98 -0.64
H -7.50 1.95 -3.50
H -7.62 3.66 -3.81
H -6.25 2.77 -4.44
H -6.82 3.44 -1.50
H -5.59 4.13 -2.50
H -4.51 2.66 -1.05
H -4.39 2.00 -2.67
H -3.54 0.46 -0.92
H -4.47 1.09 0.45
H -3.84 -1.30 0.72
H -5.57 -1.09 0.77
H -5.08 -3.01 -0.67
H -3.88 -2.10 -1.57
H -6.90 -1.64 -1.61
H -5.89 -2.18 -2.93
H -6.42 0.24 -3.16
H -4.68 -0.06 -3.01
H -7.62 1.27 -1.35
H -6.75 1.73 0.14
H -7.12 0.03 -0.20



The highest total charge belongs to which entry? C24H52N2O18PS6



What is the formula in the fourth record? C24H53BBrNO2



Which of these has the highest total charge? C24H52N2O18PS6